Below is a structure of composition C45H37EuF9N3O2PS at a distorted geometry, with properties calculated with ωB97M-V/def2-TZVPD.

Geometry as XYZ:
```
99
Properties=species:S:1:pos:R:3:mulliken_charge:R:1
H 5.7104 3.0780 -2.0843 0.3925
F -7.3966 2.7460 -2.9978 -0.2501
C -3.9172 2.2532 -2.7891 -0.7324
C -2.0618 -1.7598 -0.6230 0.8864
C -2.9859 1.7124 -1.9487 -0.1835
H 4.0423 2.6782 -2.5169 0.2592
C 1.9810 0.2392 -3.7809 -1.0383
F -2.7405 -0.9557 6.5723 -0.2720
C -2.6332 -0.2185 1.6463 0.5139
H -4.9681 -0.5458 -0.3220 0.4562
H 2.9668 -6.7705 0.5578 0.4068
H 4.4131 4.2371 -1.7227 0.2943
C 2.8285 -0.8478 -1.7899 0.7888
H -6.6486 0.4034 -1.8735 0.4362
H 4.2870 0.3205 3.5369 0.2643
C 4.0771 -1.0239 -2.4185 -0.8148
O 1.2606 -0.9927 0.3818 -0.1591
C -3.3269 0.6862 -1.0454 0.1701
C 4.0921 -4.9317 0.5750 -0.7548
F -2.9081 -6.0608 -3.0089 -0.2800
C 3.1698 2.2969 -0.1524 0.4247
H -1.2690 4.4572 -0.6121 0.5149
F -5.8390 3.3637 -4.4043 -0.2761
C -5.6102 0.7460 -1.8820 -1.2396
C -2.6668 -2.8383 0.0531 -0.2590
C -0.9288 2.7862 2.3585 -0.4785
H 2.2916 5.6789 2.9469 0.4379
C -3.3392 -0.3720 4.3244 0.4201
H -2.6042 3.0838 1.0094 0.4367
C -2.1984 -1.0389 3.9031 -0.9824
H 6.4904 2.6064 0.1460 0.5173
H 0.7389 -3.1348 -0.1545 0.1009
H 2.9186 5.0318 1.4401 0.2974
C -5.2128 1.7516 -2.7532 0.3760
H 1.0335 5.2070 -0.0226 0.3599
C 5.4814 2.2853 0.4246 -0.4018
H -3.1597 -4.9295 0.0804 0.4729
C -1.8556 -0.9675 2.5611 -0.6168
H -0.9859 -1.2722 -2.4582 0.3517
C 0.3285 3.2806 2.7225 -0.5709
N 3.5080 0.7276 3.0366 -0.2554
H 2.5707 0.4039 3.2329 0.1541
Eu 0.4493 1.4029 0.2575 1.0376
C 1.7240 -5.0650 0.0447 -0.6145
C -4.6636 0.2365 -1.0399 -0.1908
N 4.4806 2.5214 -0.4801 0.3193
H 5.0348 -5.3956 0.8916 0.3921
C 2.8551 -2.9433 0.0644 0.4616
H -1.9791 2.1355 -2.0039 0.2948
C 0.9924 4.2554 1.9388 1.0610
F -1.9314 -6.7142 -1.2036 -0.2691
H -5.0754 0.8393 3.7999 0.4382
H -1.5996 -1.6286 4.6190 0.5019
C -1.4055 -2.0681 -1.8371 -1.0036
H 5.9345 1.4140 2.3705 0.4819
C 0.4689 4.5535 0.6752 -0.6103
C -1.2761 -3.3600 -2.3050 -1.0817
C -6.2629 2.2955 -3.6616 0.6398
H 0.8190 -5.6617 -0.1067 0.4417
C 2.3402 4.7699 2.3319 -1.3661
H -0.9743 -1.4943 2.2207 0.6656
H 1.1749 0.8002 -4.2611 0.4762
H 4.9581 -2.9139 0.4854 0.4325
H -0.6913 -3.6086 -3.2133 0.4594
H 4.9132 -1.4628 -1.8544 0.3983
C -1.9192 -4.3652 -1.5993 0.5773
S 2.7423 -1.1811 -0.0212 0.2980
C -1.8784 -5.7382 -2.1548 0.8718
F -4.1257 0.7106 6.3269 -0.2628
F -6.7519 1.3921 -4.5842 -0.2444
H 5.2007 -0.8230 -4.2755 0.4100
P -2.1245 -0.1022 -0.0456 1.3985
C -2.6480 -4.1187 -0.4512 -1.1197
H -3.6373 3.0700 -3.4774 0.4688
C 4.6698 3.1798 -1.7747 -0.9383
C 4.0762 -3.5526 0.3834 -0.4578
H 0.7981 2.9862 3.6663 0.5064
C -0.8038 4.0725 0.3044 -0.7863
C 1.6789 -3.6750 -0.0377 0.0320
C 1.7785 -0.2863 -2.5020 1.2922
C -4.1327 0.3761 3.4704 -1.2325
C 3.1960 0.0108 -4.4324 -0.5599
C 4.2508 -0.6350 -3.7429 -0.7744
F -4.8211 -1.3109 5.9907 -0.2450
C 5.1804 1.6531 1.6021 -1.0113
N 2.8581 1.7431 1.0483 0.6950
C -3.7391 -0.4948 5.7539 0.6732
H 3.3185 0.3611 -5.4862 0.3911
C -1.5431 3.2549 1.1776 -0.2759
H -3.2476 -2.6771 0.9673 0.3785
C 3.8108 1.3548 1.8948 0.1632
H -4.3101 1.1700 1.5176 0.3947
C -3.7248 0.5023 2.1612 -0.8722
H 0.7767 -0.2309 -2.0507 -0.3992
H 2.8842 3.9888 2.8797 0.2713
O 2.2543 2.5467 -0.9771 -0.7953
H -1.4827 2.1538 3.0590 0.4437
F -0.7402 -5.9596 -2.8713 -0.2605
C 2.9360 -5.6850 0.3986 -0.5639
```

Values from the calculation:
Kohn-Sham gap (spin up / spin down): 8.00 / 8.36 eV
2S+1: 8
total charge: +2
LUMO level (spin up / spin down): -5.27 / -5.25 eV

---

Below is a structure of composition C45H37IrN6O5 at a distorted geometry, with properties calculated with ωB97M-V/def2-TZVPD.

Geometry as XYZ:
```
94
Properties=species:S:1:pos:R:3:mulliken_charge:R:1
C -1.8724 -2.8647 3.2727 1.5877
C -3.0602 -3.1920 0.7777 -0.8277
H -1.9322 -2.2160 5.3269 0.3274
N 0.8387 -0.3193 1.7832 1.0950
C -1.2513 -2.7088 4.6307 -1.5012
C -0.5213 -2.4726 -0.8081 -0.3306
N -3.2045 -0.7638 0.5473 0.0215
H 1.0134 1.3043 5.3696 0.5208
C 4.4679 -4.1551 -1.0320 -0.8199
C -2.4348 3.9426 0.9314 -0.3277
C 1.0434 2.8687 -3.5170 -0.6960
H -0.1007 3.3477 6.1889 0.4340
C -5.8284 -0.5626 -2.7129 -0.8375
N 1.6177 -1.4904 1.7746 -1.1272
H -0.3443 -2.1022 4.5843 0.1404
C -0.3222 -1.0276 -2.6248 0.4137
H -2.6228 4.9386 0.5392 0.3524
O -1.7129 0.8316 -0.7337 0.5561
H 2.2679 2.0372 2.0127 0.8178
H -0.0498 0.1375 -5.2033 0.5079
C -2.0054 -4.1316 2.7157 -1.3397
C -2.3338 -1.7419 2.5786 0.4473
C 1.3535 3.0190 -0.9756 0.4927
C -2.6214 -4.2928 1.4855 -0.8408
H -1.9087 -3.8525 -3.5533 0.4666
C -1.0926 3.7683 4.3615 -0.6598
C 0.3478 1.8481 4.7127 -0.5988
H 2.6330 -3.6889 2.3308 0.4615
H 1.3515 -0.3352 3.7147 0.3648
C 4.5341 -5.1448 -0.0632 -0.3673
H -1.6147 3.4528 0.4169 -0.1273
C -1.3547 3.3714 3.0431 -0.4139
C 1.4422 4.3959 -0.8563 -0.9700
C 3.0787 -2.8350 0.4176 0.5356
H 3.6850 -2.2213 -1.5413 0.4909
C 0.2596 0.7652 -4.3819 -0.5035
C 3.1508 -3.8287 1.3926 -0.3689
C 2.2606 -1.6289 0.6509 0.5248
C -4.0458 -0.7337 -0.5514 0.7093
O -2.1963 1.4269 -2.8309 -0.8158
C -2.8912 -1.9035 1.2966 0.4326
N 0.6122 1.0610 -2.0720 0.6111
C 3.8771 -4.9800 1.1479 -0.7461
H 1.3809 3.8830 -3.6681 0.4687
H -1.5611 4.6728 4.7224 0.5295
C -0.8013 2.1170 2.5666 1.3226
C -1.1360 -3.4310 -1.5991 -1.1433
O -2.1523 4.1502 2.3278 -0.4687
H 0.7389 2.4576 -5.6019 0.4569
H 5.0994 -6.0474 -0.2511 0.4048
C -2.4617 0.8481 -1.7710 0.2276
C 1.8223 4.9441 0.3598 -0.6368
C 0.9870 2.3297 -2.2450 0.7439
H 3.9347 -5.7501 1.9038 0.4129
C 0.1946 0.2964 -3.0756 0.5648
C -0.2734 3.0241 5.1732 -0.9709
O 2.1955 -0.7686 -0.3304 -0.9216
C 2.0132 2.7337 1.2279 -0.2836
H -1.6450 -4.9936 3.2601 0.4153
C -0.9685 -1.9273 -3.4510 -0.8261
N -0.1341 -1.3033 -1.3052 0.3137
C 0.7742 0.2003 2.9620 -1.4703
H -0.3392 -2.6407 0.2463 0.5361
H -1.1619 -1.6734 -4.4813 0.4743
O -1.1359 1.5771 1.4970 -0.6824
H -6.5130 -0.4894 -3.5451 0.4196
C -2.2902 -0.4001 3.2461 -1.5829
C -5.2494 -1.4568 -0.5568 -0.2013
H -5.5002 -2.0582 0.3044 0.5519
H -2.7508 -5.2828 1.0716 0.5253
H -7.0418 -1.9442 -1.5975 0.4235
C 3.7419 -3.0001 -0.7949 -0.3162
C -1.3866 -3.1433 -2.9269 -1.0933
H -3.3265 3.3225 0.8403 0.3220
H 2.4751 4.4831 2.3620 0.4881
C -6.1198 -1.3791 -1.6235 -0.6074
N 1.5986 2.1936 0.0856 0.2353
H -3.0144 -0.3712 4.0647 0.6444
H -3.5209 -3.3176 -0.1919 0.7237
H 1.2022 5.0275 -1.6987 0.4254
C 0.6909 2.0629 -4.5979 -1.1234
C 2.1427 4.0995 1.4091 -1.0283
H -1.4282 -4.3715 -1.1573 0.6636
H -1.3127 -0.2007 3.6859 0.0158
C -4.6515 0.1599 -2.7064 -0.7957
C -3.7462 0.0806 -1.6492 -0.0787
H -4.3907 0.8069 -3.5316 0.4915
H -2.4623 -0.0660 0.4776 -0.0766
C 0.1133 1.4018 3.4343 0.8971
H -0.9854 -3.6779 5.0483 0.4448
Ir 0.5296 0.3579 -0.2135 1.9163
H 1.8789 6.0172 0.4796 0.4581
H 4.9868 -4.2818 -1.9714 0.4106
H -2.5367 0.4064 2.5640 0.2873
```

Values from the calculation:
Kohn-Sham gap (spin up / spin down): 5.55 / 4.41 eV
2S+1: 2
total charge: +1
LUMO level (spin up / spin down): -3.56 / -4.69 eV

---

Looking at molar mass for the records above, in order, we have 1037.80 934.05 g/mol.